{"formula": "C10H20AsClF6SbV", "method": "ωB97M-V with the def2-TZVPD basis set", "symbols": ["V", "C", "C", "C", "C", "C", "C", "H", "H", "H", "H", "H", "H", "H", "H", "H", "Cl", "C", "H", "H", "C", "Sb", "C", "C", "H", "H", "H", "H", "H", "H", "H", "H", "H", "F", "As", "F", "F", "F", "F", "F"], "positions_angstrom": [[-1.051, 0.893, 0.398], [2.122, -0.392, -0.893], [2.123, 1.097, -0.545], [3.375, 1.461, 0.261], [2.058, 1.930, -1.837], [0.927, 1.451, 0.259], [0.297, 2.159, 1.081], [3.023, -0.638, -1.455], [1.259, -0.638, -1.512], [2.112, -1.010, 0.009], [4.265, 1.241, -0.328], [3.431, 0.887, 1.187], [3.385, 2.523, 0.508], [2.930, 1.701, -2.450], [2.066, 2.997, -1.617], [1.161, 1.696, -2.411], [-1.798, 2.077, 2.525], [-0.274, 3.028, 2.094], [0.298, 3.140, 3.011], [-0.632, 3.980, 1.712], [-0.589, -3.010, -0.820], [-0.878, -1.825, 0.919], [0.480, -2.655, 2.321], [-2.738, -2.564, 1.625], [-0.063, -3.924, -0.546], [-0.021, -2.474, -1.575], [-1.564, -3.267, -1.231], [0.132, -3.645, 2.606], [0.548, -2.027, 3.206], [1.467, -2.741, 1.870], [-2.783, -3.638, 1.448], [-3.560, -2.079, 1.102], [-2.830, -2.372, 2.693], [-1.064, 0.382, -1.660], [-2.763, 0.972, -2.095], [-2.952, 0.431, -0.307], [-2.161, 2.429, -1.262], [-4.339, 1.547, -2.131], [-2.259, 1.495, -3.610], [-3.140, -0.618, -2.552]], "lowdin_spin": [1.0651, -0.0006, -0.0065, -0.0022, -0.0002, -0.0305, -0.0304, 0.0000, 0.0000, -0.0001, -0.0005, -0.0001, 0.0000, 0.0000, 0.0000, -0.0001, 0.0091, -0.0050, -0.0014, -0.0003, 0.0012, -0.0070, -0.0042, -0.0028, -0.0001, -0.0001, 0.0001, -0.0006, -0.0001, 0.0000, -0.0005, 0.0000, -0.0001, 0.0139, 0.0005, -0.0008, 0.0043, 0.0000, 0.0000, -0.0001], "s_squared": 0.76, "de_lowest_ev": 0.0000, "gap_ev": [9.06, 8.87], "total_charge": 1, "multiplicity": 2}